{
  "formula": "C29H51BrCl8F5N2O2PS2",
  "method": "wB97M-V/def2-TZVPD",
  "elements": ["C", "C", "C", "C", "N", "C", "C", "C", "C", "C", "P", "O", "Br", "C", "N", "C", "O", "C", "C", "F", "C", "C", "C", "F", "F", "C", "F", "F", "C", "S", "S", "C", "C", "C", "H", "H", "H", "H", "H", "H", "H", "H", "H", "H", "H", "H", "H", "H", "H", "H", "H", "H", "H", "H", "H", "H", "H", "H", "H", "H", "H", "H", "H", "H", "H", "H", "H", "H", "H", "Cl", "C", "C", "Cl", "H", "H", "H", "H", "Cl", "C", "C", "Cl", "H", "H", "H", "H", "Cl", "C", "C", "Cl", "H", "H", "H", "H", "Cl", "C", "C", "Cl", "H", "H", "H", "H"],
  "positions_angstrom": [[3.54424, 4.06570, 4.10753], [3.70055, 4.15803, 2.45672], [4.63264, 2.86399, 1.95520], [4.41092, 2.53981, 0.33488], [4.04257, 1.07269, 0.23384], [3.27278, 0.74575, -1.02615], [1.89333, -0.12322, -0.78484], [0.67060, 0.74096, -0.08133], [1.04013, 0.91685, 1.49871], [-0.19352, 0.69669, 2.55348], [-1.51480, 2.05287, 2.26999], [-0.66583, 3.57478, 1.92029], [-2.78412, 1.69243, 0.42590], [0.53120, 1.25917, 3.95465], [1.26671, 0.02150, 4.51100], [0.28847, -1.10850, 4.18894], [0.35623, -2.11864, 5.05844], [-0.70693, -0.86053, 2.88177], [-0.30876, -2.03201, 1.77759], [-0.15006, -3.39553, 2.40577], [-1.39021, -2.20576, 0.55957], [-2.28788, -3.58564, 0.62092], [-2.19316, -1.06816, 3.55109], [-3.32466, -0.75290, 2.59960], [-2.45701, -2.49657, 3.96982], [-2.49150, -0.16915, 4.89057], [-3.99473, -0.00929, 4.93899], [-2.16059, -0.88249, 6.18085], [5.25212, 0.18923, 0.43750], [6.57608, 0.03364, -0.62999], [5.29080, -0.79798, 2.07171], [6.71584, -2.01221, 2.08508], [6.28090, -3.24094, 3.12472], [5.53301, -2.67230, 4.46847], [3.29417, 2.97278, 4.45800], [4.58547, 4.34425, 4.61745], [2.70043, 4.80725, 4.50277], [2.62552, 4.05228, 1.95552], [4.23962, 5.16311, 2.17816], [4.32450, 1.93798, 2.63605], [5.75684, 3.10227, 2.19971], [5.39305, 2.75088, -0.26656], [3.49023, 3.19063, 0.00426], [2.95997, 1.74451, -1.56490], [3.93061, 0.10496, -1.78651], [2.21000, -1.08089, -0.17014], [1.56471, -0.51794, -1.85505], [-0.35209, 0.22449, -0.31278], [0.70569, 1.81464, -0.58788], [1.86825, 0.09696, 1.75277], [1.56438, 1.97937, 1.61187], [-0.54471, 3.52181, 0.90692], [1.46195, 1.98618, 3.79125], [-0.12653, 1.88634, 4.69116], [1.07893, 0.20258, 5.54321], [0.74790, -1.83514, 1.25795], [-2.05767, -1.22580, 0.42752], [-0.76920, -2.27518, -0.45788], [-2.94211, -3.69482, 1.58838], [-2.93760, -3.58882, -0.37971], [-1.51338, -4.48025, 0.47478], [-2.07231, 0.92170, 4.86666], [7.71575, -1.55510, 2.53536], [6.91677, -2.42655, 1.00197], [5.52404, -3.90822, 2.52328], [7.20637, -3.91644, 3.43842], [5.62846, -3.47403, 5.32495], [5.98066, -1.67195, 4.88836], [4.36301, -2.50737, 4.30466], [-5.68846, -1.44207, -1.01235], [-6.84394, -2.47996, -0.13994], [-6.43776, -3.94473, -0.17183], [-6.58240, -4.64758, -1.80194], [-7.83497, -2.32702, -0.57797], [-6.87051, -2.12375, 0.89419], [-7.09316, -4.52668, 0.48293], [-5.40660, -4.08436, 0.16786], [-1.52868, 2.33850, -2.42693], [-0.75893, 3.01876, -3.88233], [0.22757, 2.05085, -4.51596], [1.67319, 1.80570, -3.50490], [-0.27642, 3.96012, -3.60230], [-1.56315, 3.24570, -4.58855], [0.57529, 2.44840, -5.47408], [-0.22864, 1.07281, -4.69894], [-3.32868, 3.60556, -6.47870], [-2.55893, 4.28582, -7.93409], [-1.57243, 3.31791, -8.56773], [-0.12681, 3.07276, -7.55667], [-2.07642, 5.22718, -7.65407], [-3.36315, 4.51276, -8.64032], [-1.22471, 3.71546, -9.52584], [-2.02864, 2.33987, -8.75070], [-5.62871, -2.01764, -6.44872], [-6.78418, -3.05554, -5.57631], [-6.37801, -4.52030, -5.60821], [-6.52265, -5.22316, -7.23831], [-7.77521, -2.90260, -6.01434], [-6.81075, -2.69932, -4.54218], [-7.03341, -5.10226, -4.95345], [-5.34685, -4.65994, -5.26851]],
  "forces_ev_per_angstrom": [[0.333, 0.448, -0.086], [0.289, -1.161, 0.666], [-0.231, 0.678, 0.389], [0.320, 0.247, 1.783], [1.117, -0.699, -0.546], [-0.615, -0.740, -1.405], [0.371, -0.139, -0.529], [1.397, -0.111, -0.425], [0.765, -1.363, -0.717], [1.727, 1.697, -0.338], [-0.306, 1.671, 1.155], [-0.777, -3.328, -2.325], [0.719, -0.067, 0.535], [1.975, 0.870, -0.623], [-5.213, 0.322, 0.222], [2.162, -4.102, 5.864], [-1.136, 5.605, -5.969], [1.646, -0.888, 1.624], [0.090, -1.077, -1.266], [-0.372, 3.372, -0.981], [-0.077, 0.196, -0.929], [0.769, 0.093, -1.122], [-2.301, -1.636, 0.065], [3.587, -0.828, 2.463], [1.065, 4.348, -1.615], [-2.840, -0.508, 1.784], [4.268, -0.470, -0.013], [-0.707, 2.263, -4.256], [1.370, -0.517, -0.333], [-2.510, 0.451, 1.642], [-0.201, 0.879, -1.814], [1.403, -1.168, 0.405], [-0.714, 0.267, -0.340], [-0.528, -0.457, 0.561], [0.392, 2.092, -0.795], [-2.324, -0.523, -1.095], [1.906, -1.613, -0.842], [2.296, 0.465, 1.023], [-1.337, -1.915, 0.396], [0.595, 1.839, -1.742], [-2.140, -0.485, -0.543], [-1.947, -0.127, 0.924], [1.910, -1.427, 0.330], [0.902, -1.977, 1.341], [-1.258, 1.518, 1.607], [-0.811, 1.876, -0.973], [0.612, 0.931, 2.261], [1.945, 1.078, 0.606], [-0.387, -2.311, 0.932], [-1.634, 1.919, -0.387], [-1.434, -2.384, 0.172], [0.047, 0.477, 2.045], [-2.456, -1.221, -0.473], [0.700, -1.669, -1.108], [1.011, -1.200, -1.304], [-2.318, -0.115, 1.699], [1.356, -2.212, 0.581], [-1.214, 0.134, 2.271], [1.404, 0.212, -1.986], [1.149, 0.090, 2.350], [-1.890, 1.857, 0.710], [-0.636, -2.310, 0.227], [-2.231, -0.570, -1.213], [-0.416, 0.955, 2.190], [1.464, 1.151, 1.326], [-1.836, 1.698, -0.884], [-0.180, 1.564, -1.697], [-0.707, -1.923, -0.992], [2.660, -0.302, 0.210], [0.020, -0.018, -0.071], [-0.176, -0.166, 0.196], [0.014, 0.174, 0.398], [0.035, -0.013, -0.107], [0.255, -0.078, 0.004], [0.082, -0.133, -0.144], [0.043, 0.152, -0.135], [-0.200, 0.102, -0.167], [0.147, 0.115, -0.146], [0.124, 0.077, -0.422], [-0.232, 0.158, -0.236], [-0.166, 0.060, -0.229], [-0.020, -0.256, 0.014], [0.244, -0.137, 0.095], [-0.075, -0.135, 0.601], [0.082, 0.208, 0.130], [-0.043, -0.004, -0.030], [0.142, 0.126, -0.271], [-0.331, 0.079, -0.299], [-0.142, 0.114, -0.370], [-0.041, -0.263, -0.004], [0.152, -0.128, 0.081], [-0.069, 0.018, 0.194], [0.102, 0.216, 0.165], [0.005, 0.002, -0.052], [-0.204, -0.178, 0.232], [0.014, 0.134, 0.320], [0.026, 0.005, -0.046], [0.263, -0.086, -0.012], [0.087, -0.139, -0.123], [0.040, 0.166, -0.110], [-0.214, 0.108, -0.147]],
  "lowdin_charge": [-0.156, -0.247, -0.186, -0.181, -0.244, -0.245, -0.199, -0.217, -0.190, -0.452, 0.656, -0.389, 0.306, -0.211, 0.050, -0.224, 0.009, -0.098, -0.131, -0.086, -0.190, -0.119, -0.144, -0.055, 0.009, -0.052, -0.051, -0.030, -0.940, 0.602, 0.789, -0.494, -0.302, -0.195, 0.054, 0.088, 0.084, 0.094, 0.111, 0.089, 0.116, 0.116, 0.125, 0.037, 0.118, 0.108, 0.100, 0.062, 0.084, 0.121, 0.110, 0.049, 0.111, 0.115, 0.140, 0.147, 0.079, 0.125, 0.083, 0.081, 0.095, 0.134, 0.102, 0.074, 0.108, 0.118, 0.079, 0.076, 0.078, 0.530, -0.655, -0.655, 0.544, 0.069, 0.076, 0.076, 0.051, 0.515, -0.649, -0.660, 0.650, 0.076, -0.004, -0.037, 0.080, 0.581, -0.645, -0.633, 0.625, 0.073, 0.074, 0.075, 0.075, 0.527, -0.667, -0.684, 0.534, 0.071, 0.056, 0.057, 0.070],
  "gap_ev": 8.3,
  "total_charge": 0,
  "homo_ha": -0.322
}